Record 1
{
  "formula": "C3H14FeO8",
  "method": "the ωB97M-V functional and the def2-TZVPD basis",
  "multiplicity": 5,
  "total_energy_ev": -54105.6525,
  "gap_ev": [5.88, 6.18],
  "species": ["Fe", "C", "O", "O", "H", "O", "H", "H", "H", "H", "H", "C", "C", "O", "O", "H", "H", "H", "H", "H", "O", "H", "H", "O", "O", "H"],
  "coordinates": [[-11.454, 21.962, -2.990], [-9.425, 22.071, -1.439], [-11.768, 19.938, -2.487], [-8.470, 22.060, -5.243], [-13.964, 22.952, -3.078], [-8.454, 22.096, -0.657], [-12.612, 19.504, -2.312], [-8.908, 24.248, -6.596], [-13.712, 22.934, -1.559], [-8.768, 21.930, -4.317], [-12.400, 20.625, -5.285], [-7.590, 23.144, -5.420], [-8.284, 24.446, -5.715], [-10.643, 22.404, -1.045], [-10.989, 23.996, -3.596], [-11.104, 19.428, -1.997], [-11.621, 24.673, -3.865], [-6.879, 22.889, -6.216], [-7.636, 25.308, -5.844], [-10.310, 24.463, -3.083], [-9.423, 21.735, -2.703], [-9.050, 24.677, -4.972], [-6.895, 23.128, -4.567], [-12.026, 21.449, -4.945], [-13.355, 22.624, -2.403], [-12.121, 22.091, -5.662]],
  "mulliken_charge": [1.109, 0.669, -0.501, -0.542, 0.299, -0.720, 0.280, 0.211, 0.272, 0.454, 0.260, -0.286, -0.690, -0.736, -0.443, 0.295, 0.233, 0.252, 0.361, 0.293, -0.772, 0.059, 0.313, -0.448, -0.499, 0.277]
}



Record 2
{
  "formula": "C39H43AsCrN6",
  "method": "the ωB97M-V functional and the def2-TZVPD basis",
  "multiplicity": 4,
  "total_charge": 3,
  "total_energy_ev": -139321.7047,
  "gap_ev": [6.85, 6.53],
  "de_lowest_kj_mol": 2.9,
  "species": ["C", "H", "C", "H", "H", "H", "H", "H", "N", "C", "H", "C", "C", "C", "C", "H", "C", "C", "C", "H", "C", "C", "H", "H", "H", "H", "H", "H", "H", "Cr", "C", "C", "H", "H", "N", "H", "H", "C", "H", "C", "H", "C", "H", "H", "C", "C", "H", "C", "H", "N", "H", "H", "C", "N", "H", "C", "N", "C", "H", "C", "H", "C", "H", "C", "N", "C", "H", "As", "H", "H", "C", "H", "C", "H", "C", "H", "C", "C", "C", "C", "C", "C", "H", "H", "H", "C", "H", "C", "H", "C"],
  "coordinates": [[2.759, -0.375, 1.123], [-4.822, 0.978, -3.597], [-1.848, 2.844, 0.339], [-3.820, -0.881, 0.880], [2.707, -1.245, -1.938], [3.619, -3.089, 0.946], [-2.946, -3.591, 0.599], [4.527, 0.199, 2.168], [0.586, 2.802, 0.313], [4.241, -0.369, 1.281], [2.753, 4.605, -4.546], [-0.154, -3.271, -3.603], [-0.647, -1.385, 4.881], [-0.588, -1.160, 3.524], [2.221, 1.975, -2.488], [3.158, -3.472, -2.904], [0.859, 1.785, -2.725], [2.221, 3.818, -4.029], [-1.529, -2.046, 0.217], [-2.851, -2.752, -4.276], [2.566, -2.919, 0.779], [2.019, -1.647, 0.873], [3.389, 2.086, 0.391], [0.531, 1.620, 5.846], [4.661, -1.365, 1.365], [-3.411, -2.480, -0.701], [-1.527, 2.230, 2.230], [0.341, 4.279, -4.949], [-1.965, 2.384, -0.642], [-0.095, 0.351, 0.906], [-0.585, 3.689, 0.392], [0.204, 0.803, 5.217], [-0.875, 2.469, -3.812], [-3.273, 0.158, -0.440], [-0.154, -0.005, 2.988], [-4.835, -1.325, -4.483], [0.937, 2.807, -0.642], [1.733, -3.979, 0.446], [0.596, 1.871, 3.411], [0.176, 2.620, -3.602], [0.430, -1.372, 7.538], [-2.835, 0.829, -2.803], [-0.077, 0.300, 7.805], [-2.157, -3.692, -0.975], [-2.841, -1.761, -3.843], [2.902, 2.986, -3.147], [-0.594, 4.432, -0.408], [-1.718, 0.015, -2.661], [3.963, 3.121, -2.986], [2.031, 0.684, 1.126], [-2.844, 1.847, -2.436], [-2.919, 0.576, 2.577], [1.128, -3.794, -3.516], [0.711, -1.461, 0.681], [-2.735, 3.454, 0.529], [-2.963, 0.973, 1.563], [-1.728, -0.823, 0.559], [1.898, -1.813, -2.383], [-1.281, -0.976, 7.551], [-0.248, -0.391, 5.777], [4.704, 0.126, 0.423], [2.693, 1.991, 1.230], [-1.010, -2.339, 5.242], [-3.961, -0.952, -3.966], [-1.725, 1.766, 1.346], [-1.704, -1.281, -3.198], [-0.903, -1.931, 2.836], [-0.045, 0.377, -1.771], [1.336, -4.767, -3.940], [-3.851, 1.603, 1.491], [1.686, 3.134, 1.211], [2.205, 4.057, 0.934], [0.238, 0.950, 3.847], [2.141, -4.978, 0.360], [-0.420, -2.006, -3.085], [-0.557, 4.247, 1.332], [-3.957, 0.343, -3.463], [0.615, -1.294, -2.463], [-0.105, -2.471, 0.351], [2.155, -3.066, -2.924], [-2.573, -3.001, -0.244], [0.865, 3.637, -4.254], [3.293, 2.037, 2.143], [2.761, 1.323, -1.808], [-0.273, -4.577, -0.060], [-0.298, -0.610, 7.253], [1.277, 3.308, 2.206], [0.380, -3.761, 0.212], [-0.927, -3.839, -4.104], [-3.042, -0.180, 0.574]],
  "mulliken_charge": [0.361, 0.493, 0.132, 0.650, 0.514, 0.505, 0.286, 0.395, 0.240, -1.569, 0.433, -0.531, -1.058, -0.204, 0.144, 0.512, 0.370, -0.697, 1.118, 0.483, -0.640, -0.099, 0.669, 0.436, 0.558, 0.545, 0.376, 0.478, -0.257, -0.637, -1.119, -1.343, 0.419, 0.118, 1.070, 0.458, -0.202, -1.481, 0.261, -0.491, 0.346, -0.510, 0.383, 0.613, -0.285, -1.095, 0.469, -0.103, 0.483, 1.437, 0.422, 0.399, -1.166, 1.066, 0.581, -1.411, 1.226, -0.494, 0.393, 0.963, 0.334, -1.296, 0.534, -1.219, 0.089, 0.563, 0.353, 2.843, 0.468, 0.518, -1.342, 0.403, -0.401, 0.502, 0.506, 0.355, -0.902, -0.381, -0.212, -0.888, -2.164, -0.910, 0.484, 0.444, 0.628, -1.446, 0.633, -0.787, 0.512, -0.638]
}



Record 3
{
  "formula": "C5H7NS2",
  "method": "the ωB97M-V functional and the def2-TZVPD basis",
  "total_energy_ev": -28453.4683,
  "gap_ev": 9.24,
  "de_lowest_kj_mol": 520.9,
  "species": ["S", "C", "H", "C", "H", "H", "H", "H", "C", "N", "C", "S", "H", "C", "H"],
  "coordinates": [[-2.566, -0.291, -0.081], [1.515, -0.908, -0.645], [1.556, -1.923, -0.936], [0.029, -0.317, -1.015], [-0.588, -0.457, -1.991], [-0.870, -1.771, 0.761], [1.855, -1.314, 1.554], [2.647, 0.705, -0.521], [-0.781, -0.644, 0.351], [2.584, -0.168, -0.199], [0.342, 0.159, 1.150], [0.275, 1.455, -0.143], [-2.248, 1.201, 0.614], [1.554, -0.640, 0.691], [0.260, 0.210, 2.307]],
  "mulliken_charge": [-0.210, -0.215, 0.377, -0.090, 0.423, 0.242, 0.326, 0.232, -0.590, -0.585, -0.006, -0.310, 0.163, -0.132, 0.377]
}



Record 4
{
  "formula": "C16H33BN3OP",
  "method": "the ωB97M-V functional and the def2-TZVPD basis",
  "smiles": "C=C[PH3]B(O)CC.CCCC#N.CCCC#N.CCCC#N",
  "total_energy_ev": -33605.4656,
  "gap_ev": 7.67,
  "species": ["H", "N", "C", "H", "H", "C", "C", "H", "C", "H", "N", "H", "C", "C", "H", "H", "C", "H", "C", "H", "H", "H", "C", "H", "H", "H", "N", "B", "C", "H", "C", "C", "C", "H", "H", "H", "C", "H", "C", "P", "H", "H", "H", "H", "H", "H", "H", "H", "C", "H", "H", "H", "H", "O", "H"],
  "coordinates": [[1.887, -0.307, 2.723], [-3.571, -1.943, -1.587], [-4.896, 1.261, -1.240], [-5.014, 1.223, -2.325], [5.270, -1.026, 1.094], [5.170, -3.388, -1.102], [-5.181, -0.120, -0.643], [-1.687, -2.349, 0.326], [4.446, -3.102, -2.339], [-3.372, 1.833, 0.194], [-3.597, 4.438, 1.893], [-2.891, -2.573, 1.616], [-0.592, 6.669, 1.110], [-3.506, 1.777, -0.888], [1.022, -2.418, 1.442], [5.153, -5.271, -3.957], [3.599, -4.292, -2.801], [-1.445, 6.868, 1.759], [-1.577, -0.899, 1.978], [-0.003, 1.644, 1.813], [-2.392, -0.225, 1.706], [-1.679, 4.740, -0.576], [-1.863, -2.298, 1.395], [4.995, -5.881, -2.306], [3.802, -6.319, -3.526], [3.436, -2.849, 1.186], [5.721, -3.606, -0.118], [-0.233, -0.235, 1.516], [-1.443, 4.367, 0.423], [-5.065, -0.090, 0.442], [4.438, -5.510, -3.168], [-4.293, -1.148, -1.183], [-0.292, 5.177, 1.030], [2.885, -4.557, -2.020], [3.810, -2.233, -2.167], [4.469, -0.523, 2.688], [-2.650, 4.410, 1.245], [-5.648, 1.956, -0.863], [4.410, -1.077, 1.751], [1.563, -1.074, 1.521], [5.164, -2.824, -3.113], [3.016, -3.976, -3.668], [1.896, -0.443, 0.288], [-1.142, 3.323, 0.310], [-2.727, 1.129, -1.294], [-3.356, 2.776, -1.297], [0.264, 7.211, 1.511], [-1.617, -0.971, 3.070], [3.318, -1.807, 1.485], [-0.062, 4.795, 2.027], [-1.222, -3.038, 1.872], [0.595, 5.016, 0.415], [-0.814, 7.076, 0.122], [-0.287, 1.099, 1.073], [-6.212, -0.415, -0.844]],
  "mulliken_charge": [-0.113, -0.506, -0.659, 0.333, 0.247, 0.191, -0.394, 0.358, -0.335, 0.130, -0.529, 0.366, -1.285, -0.758, -0.139, 0.299, -0.407, 0.346, -0.113, 0.252, 0.059, 0.353, -1.330, 0.339, 0.335, 0.480, -0.443, 0.335, -0.035, 0.260, -1.139, 0.280, -0.568, 0.295, 0.233, 0.264, 0.279, 0.349, -0.723, 0.292, 0.331, 0.309, -0.043, 0.118, 0.352, 0.287, 0.371, 0.350, -0.593, 0.307, 0.398, 0.373, 0.319, -0.405, 0.328]
}